[1]
This record from the Open Molecules 2025 dataset describes C12H14I2N2Ni as an isolated structure at a distorted geometry. The level of theory is ωB97M-V with the def2-TZVPD basis set.

Each line ends with the natural charge from an NBO analysis.
CARTESIAN COORDINATES (ANGSTROEM)
C1 -2.153 1.507 0.494  0.051
H1 0.239 -4.619 -1.970  0.222
Ni1 1.687 1.902 1.130  0.915
I1 1.624 2.447 -1.199  -0.301
H2 -2.799 -1.426 -1.794  0.208
C2 -2.642 -0.594 -1.117  -0.225
H3 -4.224 2.110 0.190  0.222
C3 -3.693 0.286 -0.863  -0.177
H4 -4.682 0.118 -1.303  0.221
H5 1.041 4.294 1.316  0.209
H6 2.515 -4.132 -0.996  0.222
C4 -3.454 1.378 -0.029  -0.249
H7 2.776 -1.870 0.338  0.202
H8 -1.554 -2.920 -1.715  0.210
H9 -0.449 3.371 1.541  0.199
C5 0.462 -3.669 -1.467  -0.182
H10 3.936 1.569 0.221  0.208
C6 -0.295 -1.487 -0.676  0.179
C7 -0.555 -2.719 -1.345  -0.222
C8 1.884 -2.182 -0.216  0.036
N1 0.915 -1.270 -0.175  -0.419
H11 3.113 -0.009 -0.182  0.220
H12 0.715 3.590 2.941  0.207
C9 3.193 0.801 0.579  -0.811
C10 1.712 -3.400 -0.910  -0.247
N2 -1.161 0.643 0.273  -0.416
H13 -1.918 2.363 1.120  0.185
I2 0.901 0.566 2.950  -0.266
H14 3.634 0.336 1.493  0.208
C11 0.603 3.453 1.865  -0.779
C12 -1.374 -0.439 -0.494  0.170

Its HOMO energy (spin up / spin down) is -8.437 / -8.279 eV. The value obtained for the relative energy (zero: lowest compared OMol25 entry of this formula, charge and spin) is 116.0 kcal per mole. For the orbital gap (spin up / spin down), the calculation gives 7.46 / 5.52 eV. Its total energy is -72892.947 eV. The multiplicity is 3.

[2]
This record from the Open Molecules 2025 dataset describes F2HNO5S3 as an isolated structure at a distorted geometry. The level of theory is ωB97M-V with the def2-TZVPD basis set.

Each line ends with the natural charge from an NBO analysis.
CARTESIAN COORDINATES (ANGSTROEM)
O1 1.949 2.020 0.702  -0.836
S1 1.151 -0.704 -0.174  2.596
S2 0.591 1.905 0.408  1.830
O2 2.222 -0.073 -0.765  -0.849
O3 0.355 -1.611 -0.933  -0.877
N1 -2.589 -0.122 -0.579  -1.006
O4 0.131 0.345 0.571  -0.876
H1 -2.425 0.668 0.050  0.377
S3 -1.981 -1.436 -0.255  1.515
F1 0.529 2.041 -1.307  -0.520
F2 1.719 -1.414 1.116  -0.442
O5 -1.651 -1.619 1.165  -0.911

Its HOMO energy is -11.061 eV. The value obtained for the relative energy (zero: lowest compared OMol25 entry of this formula, charge and spin) is 0.0 kcal per mole. For the orbital gap, the calculation gives 10.77 eV. Its total energy is -49681.444 eV.

[3]
This record from the Open Molecules 2025 dataset describes a 9-piece molecular cluster, C18H54O9 overall at a distorted geometry. The level of theory is ωB97M-V with the def2-TZVPD basis set.

Each line ends with the Löwdin charge.
CARTESIAN COORDINATES (ANGSTROEM)
O1 -6.995 -17.170 -13.890  -0.050
H1 -2.596 -14.756 -15.101  0.107
H2 -4.482 -17.657 -17.939  0.000
H3 -7.770 -14.878 -9.312  0.081
C1 -1.925 -17.061 -8.966  -0.059
C2 -1.531 -8.131 -16.461  -0.546
O2 -3.487 -20.192 -16.698  -0.020
C3 -4.886 -14.217 -16.619  -0.054
C4 -6.871 -12.333 -11.588  -0.046
H4 -7.077 -11.279 -11.514  0.074
H5 -6.305 -17.833 -14.076  0.033
H6 -6.973 -16.582 -14.675  0.065
H7 -5.502 -14.098 -17.491  0.067
H8 -3.274 -6.986 -16.801  0.091
H9 -5.075 -18.956 -11.757  0.040
O3 -4.252 -18.808 -14.265  -0.079
H10 -5.405 -11.386 -9.506  0.098
C5 -3.003 -7.986 -16.389  -0.086
O4 -1.124 -9.314 -15.724  -0.048
H11 -3.970 -19.275 -15.092  0.066
O5 -6.858 -15.644 -11.503  -0.066
H12 -3.523 -8.771 -16.943  0.082
H13 -4.855 -11.872 -12.014  0.141
H14 -3.347 -7.953 -15.309  0.099
H15 -1.544 -19.300 -12.418  0.094
H16 -6.692 -16.078 -12.337  0.045
H17 -2.031 -16.903 -7.894  0.064
H18 -6.074 -15.304 -8.810  0.068
C6 -4.044 -18.946 -11.819  -0.041
H19 -0.866 -16.344 -11.525  0.067
H20 -1.523 -9.249 -18.237  0.100
C7 -8.081 -17.498 -10.484  -0.070
C8 -1.037 -8.308 -17.852  -0.070
H21 -5.398 -14.100 -15.654  0.080
C9 -7.053 -15.687 -9.159  -0.046
H22 -6.043 -17.181 -10.323  0.111
C10 -1.104 -15.465 -10.871  -0.043
H23 -3.662 -14.715 -10.495  0.033
H24 -1.139 -7.219 -16.010  0.133
C11 -2.056 -15.661 -9.579  -0.437
H25 -8.104 -18.025 -11.433  0.072
O6 -3.444 -15.488 -9.952  -0.101
H26 -0.908 -17.441 -9.186  0.077
H27 -1.721 -19.198 -14.222  0.070
C12 -4.097 -15.508 -16.500  -0.443
H28 -4.779 -17.122 -15.715  0.063
H29 -4.266 -13.310 -16.814  0.095
H30 -4.155 -15.264 -14.298  0.081
H31 -0.181 -14.967 -10.461  0.079
H32 -5.299 -13.158 -9.145  0.058
H33 -3.584 -20.432 -13.257  0.139
H34 -2.766 -17.727 -9.385  0.091
C13 -5.370 -12.591 -11.335  -0.494
H35 -1.634 -14.742 -11.489  0.054
H36 -7.119 -12.601 -12.608  0.075
C14 -3.504 -19.349 -13.193  -0.476
H37 -2.038 -17.813 -13.215  0.061
H38 -3.931 -12.391 -9.839  0.061
H39 0.031 -8.566 -17.821  0.084
H40 -9.028 -16.928 -10.270  0.104
O7 -4.885 -13.840 -11.698  -0.121
H41 -2.927 -16.449 -14.908  0.055
C15 -3.434 -15.511 -15.091  -0.047
H42 -1.301 -7.410 -18.457  0.096
C16 -5.004 -12.391 -9.848  -0.049
H43 -3.490 -19.648 -17.479  0.011
H44 -7.428 -16.184 -8.245  0.083
H45 -1.778 -14.865 -8.847  0.130
O8 -4.910 -16.690 -16.586  -0.085
H46 -5.570 -14.580 -11.423  0.095
H47 -8.080 -18.235 -9.655  0.094
H48 -3.240 -21.085 -16.890  0.046
O9 -4.212 -18.093 -18.786  -0.085
H49 -7.437 -12.943 -10.955  0.044
H50 -5.037 -18.099 -19.296  0.049
C17 -2.085 -18.888 -13.273  -0.051
H51 -3.863 -17.884 -11.620  0.079
H52 -3.283 -15.616 -17.244  0.144
H53 -3.743 -19.566 -11.007  0.079
H54 -1.156 -9.084 -14.810  0.065
C18 -6.926 -16.592 -10.400  -0.457

Its HOMO energy is -9.558 eV. The value obtained for the relative energy (zero: lowest compared OMol25 entry of this formula, charge and spin) is 29.5 kcal per mole. As for the SMILES: CC(C)O.CC(C)O.CC(C)O.CC(C)O.CC(C)O.CC(C)O.O.O.O. For the orbital gap, the calculation gives 10.11 eV. Its total energy is -37968.585 eV.

[4]
This record from the Open Molecules 2025 dataset describes one molecule with the formula C4H8N2O. The level of theory is ωB97M-V with the def2-TZVPD basis set.

Each line ends with the natural charge from an NBO analysis.
CARTESIAN COORDINATES (ANGSTROEM)
C1 -1.203 -1.485 -0.282  -0.638
H1 1.482 -1.817 0.386  0.422
H2 -1.069 1.252 0.833  0.134
H3 -1.838 -1.107 -1.084  0.222
H4 -1.165 1.821 -1.387  0.353
C2 1.766 0.127 1.021  0.111
C3 -0.196 0.951 0.208  0.219
H5 2.834 0.256 1.003  0.179
H6 -1.837 -1.636 0.603  0.201
H7 0.233 2.564 -0.957  0.366
O1 0.989 1.277 0.904  -0.491
H8 -0.803 -2.453 -0.582  0.214
C4 -0.094 -0.537 -0.017  0.010
N1 1.117 -0.878 0.431  -0.438
N2 -0.215 1.664 -1.080  -0.864

Its HOMO energy (spin up / spin down) is -6.087 / -6.044 eV. The value obtained for the relative energy (zero: lowest compared OMol25 entry of this formula, charge and spin) is 86.9 kcal per mole. For the orbital gap (spin up / spin down), the calculation gives 7.04 / 7.01 eV. Its total energy is -9302.626 eV.